1.
Here is an isolated molecule of C6H6FNO2 in a non-equilibrium geometry from OMol25. Energies are from wB97M-V/def2-TZVPD.

Atoms and positions in Å:
1 C -2.64 -0.25 0.56
2 C -1.52 -0.41 0.19
3 C 1.88 0.22 0.20
4 C 0.60 -1.72 0.47
5 C -0.26 -0.69 -0.37
6 C 0.07 1.83 -0.47
7 N 0.63 0.55 -0.20
8 O 2.92 0.78 0.17
9 O 1.86 -1.10 0.57
10 F -0.31 -0.93 -1.75
11 H -3.69 -0.29 0.70
12 H 0.04 -1.74 1.35
13 H 0.78 -2.74 0.00
14 H -0.65 1.73 -1.23
15 H -0.49 2.23 0.48
16 H 0.80 2.54 -0.68

Properties
ΔE to the lowest compared entry with this formula, charge and spin = 0.00 kJ/mol
structure (SMILES) = C#C[C@]1(F)COC(=O)N1C
spin multiplicity = 1
gap between HOMO and LUMO = 10.794 eV
E_tot = -537.25430 Eh
highest occupied orbital energy = -10.1 eV

=====

2.
Here is an isolated molecule of C25H30N4O5 from OMol25. Energies are from wB97M-V/def2-TZVPD.

Atoms and positions in Å:
1 C 5.23 4.13 0.85
2 H 6.22 4.46 1.15
3 O 5.38 2.75 0.57
4 C 4.34 1.97 0.19
5 C 4.68 0.64 0.02
6 C 3.74 -0.31 -0.37
7 C 2.42 0.10 -0.60
8 C 2.08 1.44 -0.43
9 C 3.00 2.39 -0.04
10 O 2.69 3.71 0.13
11 C 1.35 4.11 -0.05
12 H 1.33 5.17 0.16
13 H 1.02 3.94 -1.08
14 H 0.68 3.59 0.64
15 H 1.05 1.70 -0.62
16 C 1.41 -0.88 -0.98
17 O 0.25 -0.60 -1.21
18 N 1.86 -2.19 -1.08
19 C 3.15 -2.61 -0.85
20 O 3.48 -3.78 -0.94
21 N 4.06 -1.63 -0.54
22 H 5.00 -1.95 -0.34
23 C 0.86 -3.23 -1.24
24 C 0.50 -3.81 0.14
25 C 0.21 -2.67 1.11
26 O 1.13 -2.14 1.70
27 N -1.07 -2.28 1.29
28 C -2.24 -2.65 0.53
29 H -2.02 -3.46 -0.16
30 C -2.73 -1.43 -0.27
31 N -3.02 -0.34 0.65
32 C -3.82 0.70 0.12
33 C -3.28 1.92 -0.25
34 C -4.09 2.92 -0.75
35 C -5.45 2.70 -0.90
36 C -6.01 1.48 -0.53
37 C -5.20 0.48 0.01
38 C -5.81 -0.80 0.49
39 H -6.71 -0.60 1.05
40 H -6.08 -1.45 -0.35
41 H -5.10 -1.33 1.12
42 C -7.49 1.27 -0.68
43 H -7.97 1.18 0.29
44 H -7.94 2.10 -1.21
45 H -7.69 0.35 -1.24
46 H -6.08 3.47 -1.31
47 H -3.67 3.87 -1.04
48 H -2.22 2.09 -0.16
49 C -1.80 0.04 1.33
50 H -2.01 0.89 1.99
51 C -1.33 -1.15 2.17
52 H -0.41 -0.91 2.70
53 H -2.12 -1.43 2.88
54 H -0.99 0.31 0.63
55 H -3.64 -1.70 -0.82
56 H -1.95 -1.14 -0.99
57 H -3.02 -2.96 1.23
58 H -0.32 -4.52 0.05
59 H 1.37 -4.33 0.52
60 H -0.01 -2.77 -1.72
61 H 1.27 -4.01 -1.88
62 H 5.70 0.35 0.21
63 H 4.53 4.30 1.67
64 H 4.91 4.68 -0.03

Properties
ΔE to the lowest compared entry with this formula, charge and spin = 169.59 kJ/mol
structure (SMILES) = COc1cc2[nH]c(=O)n(CCC(=O)N3CCN(c4cccc(C)c4C)CC3)c(=O)c2cc1OC
spin multiplicity = 1
gap between HOMO and LUMO = 8.612 eV
E_tot = -1565.94768 Eh
highest occupied orbital energy = -8.0 eV